ORCA calculation (the ωB97M-V functional and the def2-TZVPD basis) on C21H21CaO2SiTe4 as an isolated structure.

Calculated values
Charge ... -1
Orbital gap ... 5.86 eV
LUMO level ... 0.08291 Eh
Highest occupied orbital energy ... -3.61 eV
Strongest force on any atom ... 1.09 eV/A

Element x y z (Å)
Ca 0.353 -3.052 0.375
Te 3.754 -4.943 -2.525
Te 3.085 -4.441 0.058
Te 1.507 -6.611 0.705
Te -0.592 -5.431 2.022
C 1.038 -2.007 -2.968
C -0.250 -2.757 -2.761
C -1.316 -2.747 -3.819
O -0.448 -3.369 -1.719
H 0.973 -1.299 -3.790
H 1.806 -2.775 -3.170
H 1.324 -1.498 -2.045
H -0.989 -2.286 -4.747
H -2.154 -2.180 -3.405
H -1.654 -3.768 -3.987
O 1.101 -1.073 0.606
Si 0.407 0.373 0.774
C 0.869 1.619 -0.557
C 0.108 1.770 -1.719
C 0.492 2.637 -2.734
C 1.657 3.379 -2.605
C 2.432 3.247 -1.462
C 2.040 2.376 -0.454
C 0.796 1.140 2.436
C 0.658 2.501 2.717
C 0.903 3.007 3.986
C 1.297 2.151 5.005
C 1.452 0.797 4.746
C 1.207 0.299 3.474
C -1.489 0.200 0.650
C -2.269 1.358 0.778
C -3.653 1.327 0.723
C -4.314 0.121 0.537
C -3.579 -1.046 0.408
C -2.190 -0.991 0.465
H -0.814 1.209 -1.833
H -0.119 2.734 -3.624
H 1.960 4.058 -3.393
H 3.345 3.820 -1.357
H 2.661 2.288 0.430
H 0.367 3.185 1.926
H 0.791 4.067 4.178
H 1.490 2.541 5.997
H 1.769 0.128 5.537
H 1.349 -0.758 3.282
H -1.774 2.313 0.923
H -4.218 2.246 0.826
H -5.396 0.091 0.496
H -4.073 -1.999 0.269
H -1.698 -1.953 0.342

Taken from the Mulliken analysis, the atomic charges in e are: 0.9291, -0.5675, -0.1247, -0.0768, -0.5006, -0.7075, 1.1167, -1.2374, -0.6971, 0.3627, 0.0010, 0.1052, 0.3597, 0.3018, 0.3483, -0.7945, -0.1797, 0.4478, -0.0101, -0.8017, -0.3088, -0.6792, -0.2732, 0.2322, 0.1602, -0.7495, -0.3590, -0.5098, -0.5152, 0.8459, 0.0519, -0.7881, -0.3013, -1.1925, 0.0392, 0.3912, 0.3834, 0.3697, 0.3813, 0.3929, 0.3025, 0.3775, 0.3596, 0.3967, 0.4008, 0.2170, 0.3922, 0.3690, 0.4448, -0.1065


ORCA calculation (the ωB97M-V functional and the def2-TZVPD basis) on C40H38ClN5ORu as an isolated structure.

Calculated values
Charge ... +1
Orbital gap (spin up / spin down) ... 4.56 / 2.99 eV
Spin multiplicity ... 6
LUMO level (spin up / spin down) ... -0.12420 / -0.25158 Eh
Highest occupied orbital energy (spin up / spin down) ... -7.94 / -9.83 eV
Strongest force on any atom ... 3.63 eV/A

Element x y z (Å)
Ru 11.514 11.531 6.409
Cl 17.440 15.706 6.533
C 16.199 14.555 6.317
C 16.537 13.145 6.274
C 15.555 12.233 5.979
C 14.185 12.604 5.865
O 13.335 11.703 5.503
C 13.844 13.989 6.001
C 12.506 14.419 5.953
N 11.477 13.557 6.001
C 10.241 14.034 5.699
C 9.883 15.348 5.380
C 8.540 15.651 5.089
C 7.544 14.680 5.113
C 7.852 13.345 5.386
C 6.898 12.304 5.376
C 7.292 10.966 5.618
C 8.635 10.761 5.939
N 9.527 11.762 6.030
C 9.209 13.031 5.736
C 14.929 14.938 6.077
H 17.581 12.914 6.504
H 15.833 11.149 5.917
H 12.339 15.486 6.091
H 10.627 16.139 5.369
H 8.316 16.694 4.906
H 6.536 14.976 4.872
H 5.849 12.536 5.131
H 6.646 10.130 5.558
H 8.973 9.775 6.263
H 14.629 15.989 6.070
N 10.176 5.405 8.730
C 10.654 6.256 8.080
C 11.344 7.150 7.233
C 12.071 6.621 6.173
C 12.591 7.500 5.221
C 12.340 8.849 5.278
N 11.642 9.383 6.321
C 11.203 8.552 7.254
H 12.209 5.523 6.120
H 13.184 7.174 4.373
H 12.798 9.564 4.589
H 10.538 8.992 8.026
C 16.036 8.293 7.333
C 15.099 8.992 8.292
C 15.110 8.530 9.616
C 14.325 9.172 10.564
C 14.319 8.736 11.978
C 13.582 10.282 10.226
C 13.361 10.632 8.874
C 14.234 10.007 7.954
N 12.235 11.355 8.457
C 11.460 12.101 9.595
C 10.731 11.092 10.513
C 10.205 11.736 11.819
C 11.349 12.530 12.536
C 11.902 13.599 11.594
C 10.750 14.539 11.251
C 9.669 13.739 10.445
C 9.062 12.685 11.355
C 10.266 13.066 9.209
C 12.485 13.023 10.311
H 16.664 8.968 6.762
H 15.460 7.765 6.593
H 16.663 7.573 7.896
H 15.724 7.686 9.822
H 15.064 7.968 12.167
H 13.323 8.314 12.195
H 14.456 9.582 12.677
H 13.019 10.821 11.012
H 14.171 10.352 6.927
H 11.314 10.222 10.775
H 9.887 10.627 9.968
H 9.794 10.908 12.481
H 12.151 11.843 12.858
H 10.966 13.023 13.414
H 12.691 14.226 12.111
H 11.061 15.346 10.590
H 10.318 14.976 12.172
H 8.898 14.441 10.125
H 8.239 12.138 10.883
H 8.686 13.195 12.219
H 10.679 13.829 8.550
H 9.499 12.507 8.649
H 13.420 12.475 10.564
H 12.835 13.789 9.606

Taken from the Mulliken analysis, the atomic charges in e are: -0.1611, -0.2166, 0.3427, -0.8075, 0.0272, 0.4053, -0.7491, 0.1412, -0.0694, 0.5502, 0.3934, -0.9545, -0.9072, -1.0250, 0.6778, -0.5211, -1.0746, -0.2173, 0.5122, 0.8239, -1.2979, 0.3930, 0.3352, 0.2577, 0.3308, 0.4097, 0.4186, 0.4141, 0.5079, 0.3945, 0.3949, -0.4651, -0.3162, 0.1543, -0.2022, -1.0485, -0.5795, 0.5084, 0.3353, 0.4958, 0.4939, 0.6345, 0.3374, -1.2649, 0.1303, -1.2649, -0.0026, -1.7445, 0.0124, 0.7717, -0.6438, 2.1127, 0.5413, -1.3742, 0.1989, -1.3641, 0.3313, -1.4306, 0.6008, -1.5846, -2.0252, -0.9712, 0.3025, 0.2738, 0.4082, 0.4385, 0.4330, 0.3602, 0.3645, -0.4106, 1.0936, 0.5092, 0.4386, 0.2717, 0.2961, 0.6502, 0.2937, 0.4978, 0.5214, 0.3714, 0.5078, 0.5903, 0.2796, 0.3164, 0.6872, 0.3992


- Which of these has the highest strongest force on any atom?
  C40H38ClN5ORu